(1)
Density functional theory data (ωB97M-V/def2-TZVPD) for a 5-piece molecular cluster, C17H29FIN5O13P2 overall.

Properties
E_HOMO: -8.41 eV
charge: 0
lowest unoccupied orbital energy: -0.29 eV
calculated total energy: -81548.4591 eV
spin multiplicity: 1
gap between HOMO and LUMO: 8.1 eV

Each line ends with the natural charge from an NBO analysis.
Cartesian coordinates (Å):
C 2.3498 1.9912 -0.5839  -0.352
C 1.4248 1.1910 -0.0401  -0.251
C 0.1470 0.8642 -0.7558  0.039
O -0.3058 -0.4850 -0.7869  -0.538
C -0.1173 -1.3170 0.3005  -0.087
I -0.6524 -0.5738 2.2629  0.143
C -1.1083 -2.4780 0.0647  -0.262
C -1.1455 -3.1019 -1.1268  -0.361
P 1.6269 -2.0838 0.3009  0.101
P 1.7411 -3.5596 1.8851  2.079
O 1.5907 -2.9603 3.2039  -1.091
O 0.7746 -4.8293 1.6768  -0.970
O 3.2231 -4.1847 1.7351  -0.992
C -0.9633 1.9030 -0.3296  0.070
O -2.2248 1.2442 -0.1680  -0.515
C -2.9510 1.7728 0.8590  0.330
F -3.4337 3.0430 0.5309  -0.395
C -1.1402 2.9166 -1.4417  -0.089
C -2.0263 2.6742 -2.4743  -0.157
C -2.0770 3.6364 -3.4398  -0.257
C -1.3397 4.7908 -3.3957  0.024
N -0.4900 5.0305 -2.4047  -0.400
C -0.4191 4.0788 -1.4903  0.027
H 2.6416 1.9490 -1.6283  0.211
H 2.8496 2.6677 0.0995  0.197
H 1.6685 0.7617 0.9298  0.227
H 0.3426 1.1251 -1.8003  0.212
H -1.8007 -2.7738 0.8495  0.222
H -2.0683 -3.2321 -1.6866  0.214
H -0.2629 -3.5504 -1.5818  0.215
H 1.7308 -2.7474 -0.9453  0.024
H 1.2477 -5.4415 1.0913  0.506
H 3.8462 -3.4873 1.4891  0.515
H -0.6704 2.4190 0.5883  0.206
H -2.3675 1.8864 1.7769  0.143
H -3.8136 1.1498 1.0938  0.166
H -2.6357 1.7842 -2.5072  0.236
H -2.7348 3.4833 -4.2899  0.214
H -1.4403 5.5173 -4.1937  0.196
H 0.2938 4.2415 -0.6810  0.189
C -4.6280 5.6676 -0.4620  -0.493
N -5.4290 6.6237 0.3496  0.536
O -6.5601 6.8678 -0.0167  -0.380
O -4.8911 7.0951 1.3287  -0.382
H -5.2325 5.3323 -1.2970  0.224
H -3.7436 6.1947 -0.8094  0.234
H -4.3596 4.8361 0.1796  0.256
C 6.7141 2.6228 1.0204  -0.484
N 5.5984 1.8387 0.4234  0.535
O 5.0406 1.0254 1.1287  -0.369
O 5.3246 2.0720 -0.7350  -0.379
H 6.8428 2.3096 2.0499  0.232
H 7.6056 2.4180 0.4353  0.236
H 6.4424 3.6727 0.9625  0.236
C 1.2493 -4.8355 5.9015  -0.480
N 1.0878 -5.5776 7.1825  0.534
O 2.0929 -5.9545 7.7485  -0.381
O -0.0463 -5.7555 7.5745  -0.385
H 2.3060 -4.7529 5.6788  0.232
H 0.7329 -5.3976 5.1296  0.235
H 0.8037 -3.8544 6.0304  0.242
C -0.8495 -5.8857 -5.1158  -0.484
N -0.9472 -4.7730 -4.1317  0.540
O -0.2529 -4.8347 -3.1364  -0.386
O -1.7179 -3.8769 -4.3922  -0.366
H -0.1276 -6.6066 -4.7504  0.231
H -1.8362 -6.3306 -5.2030  0.238
H -0.5297 -5.4569 -6.0608  0.238

Atomic forces in eV per Å
C -0.3 -0.1 0.3
C 0.3 -0.4 -0.1
C 0.9 -0.1 -0.7
O 0.1 0.5 0.4
C -0.3 -2.9 0.2
I 0.3 0.2 0.0
C -0.3 0.2 -0.3
C 0.4 -0.2 0.3
P 1.2 1.6 0.2
P -0.1 -0.4 0.5
O -0.6 0.5 0.4
O 1.0 0.1 -0.3
O -0.4 -0.1 -0.9
C -0.3 -0.1 -0.5
O 0.3 0.0 0.5
C -0.3 -0.1 0.7
F 0.1 -0.1 0.0
C -0.3 -0.7 0.2
C 0.3 -0.1 0.4
C -1.4 -0.3 -1.6
C 0.3 0.2 0.1
N -0.1 0.2 -0.4
C 1.1 0.4 1.3
H -0.8 0.9 -0.2
H 1.0 -0.7 -0.1
H -0.9 0.9 0.6
H -0.1 -0.4 -0.1
H -0.8 1.2 -0.3
H -0.2 -1.3 0.8
H 0.0 1.7 -0.6
H -0.6 -0.3 0.3
H -0.4 -0.2 0.0
H 0.1 -0.1 0.1
H -0.1 -0.2 0.1
H 0.2 0.2 -0.1
H 0.0 -0.1 -0.4
H 0.0 0.0 0.0
H 0.0 0.1 0.0
H 0.1 0.1 0.1
H -0.1 0.2 -0.1
C -0.1 -0.1 -0.2
N 0.0 0.0 -0.1
O 0.0 0.0 0.0
O 0.0 0.0 0.0
H -0.1 0.1 0.0
H 0.1 0.0 0.1
H 0.1 0.2 0.0
C 0.1 0.0 0.2
N 0.1 0.0 0.1
O 0.0 0.0 0.0
O 0.1 0.0 -0.1
H -0.1 0.0 0.0
H 0.0 0.1 -0.1
H 0.0 0.0 -0.1
C 0.2 0.1 -0.1
N 0.1 0.0 -0.1
O 0.0 0.0 0.1
O 0.0 0.0 0.0
H 0.0 0.0 0.1
H -0.1 0.1 0.0
H -0.1 0.0 -0.1
C 0.1 -0.2 0.0
N 0.1 -0.1 0.0
O 0.1 -0.4 -0.5
O 0.0 0.0 0.0
H 0.0 0.1 0.1
H 0.0 0.1 -0.1
H -0.1 0.0 0.0


(2)
Density functional theory data (ωB97M-V/def2-TZVPD) for a 2-piece molecular cluster, C17H29FNO9 overall.

Properties
E_HOMO: -4.85 eV
charge: -1
relative energy (zero: lowest compared OMol25 entry of this formula, charge and spin): 97.0 kJ/mol
lowest unoccupied orbital energy: 2.47 eV
calculated total energy: -40732.7345 eV
spin multiplicity: 1
gap between HOMO and LUMO: 7.3 eV

Each line ends with the natural charge from an NBO analysis.
Cartesian coordinates (Å):
C -4.8202 3.1572 0.7800  -0.608
C -3.4458 3.5873 1.3260  -0.393
C -2.6591 2.4362 1.9549  -0.417
C -2.3176 1.3250 0.9634  -0.070
O -1.5829 0.2682 1.5654  -0.551
C -0.2607 0.1464 1.0924  0.559
C -0.0442 -0.3387 -0.3289  -0.462
C -1.2231 -1.0479 -1.0037  -0.414
C -1.1056 -2.5744 -1.1028  -0.390
C 0.2145 -3.1696 -1.6540  -0.431
C 1.0233 -2.3435 -2.6593  -0.084
O 0.2179 -1.6812 -3.6438  -0.550
C 0.9486 -0.7401 -4.3238  0.809
C 1.5392 0.4647 -3.6280  -0.753
O 1.1157 -0.8781 -5.4638  -0.547
O 0.3399 1.4669 1.2962  -0.545
C 0.6568 1.5970 2.6119  0.987
O 1.0805 2.5267 3.1135  -0.548
O 0.3580 0.4080 3.2538  -0.508
C 0.4931 -0.5588 2.2206  0.171
C -0.2578 -1.8011 2.7733  -0.613
C 1.9080 -1.0769 1.9201  0.186
C 2.7981 -0.1622 1.0841  -0.657
F 1.8414 -2.3179 1.2938  -0.378
H -4.7538 2.2613 0.1626  0.198
H -5.5048 2.9409 1.6035  0.198
H -5.2716 3.9296 0.1569  0.206
H -3.6399 4.3315 2.0985  0.204
H -2.8942 4.0381 0.4975  0.198
H -3.3145 1.9745 2.7040  0.194
H -1.7855 2.7995 2.4981  0.219
H -1.8774 1.7166 0.0424  0.183
H -3.2803 0.8978 0.6651  0.174
H 0.1749 0.5498 -0.9236  0.234
H 0.8571 -0.9435 -0.3318  0.244
H -2.1635 -0.8379 -0.4897  0.212
H -1.3507 -0.6075 -1.9913  0.216
H -1.2210 -2.9599 -0.0829  0.197
H -1.9824 -2.9432 -1.6359  0.205
H -0.0586 -4.0958 -2.1707  0.203
H 0.8695 -3.4892 -0.8447  0.229
H 1.6629 -3.0511 -3.2002  0.182
H 1.7101 -1.6866 -2.1239  0.198
H 2.2109 1.0088 -4.2790  0.247
H 0.7770 1.1573 -3.2607  0.221
H 2.1352 0.1952 -2.7513  0.271
H -1.1502 -1.5059 3.3144  0.227
H -0.4636 -2.5351 1.9967  0.218
H 0.4245 -2.2843 3.4760  0.211
H 2.4120 -1.2300 2.8782  0.177
H 3.6181 -0.7387 0.6842  0.274
H 2.3012 0.2836 0.2266  0.218
H 3.1639 0.6663 1.6877  0.231
N 5.3995 0.3673 -1.0129  0.713
O 4.3151 0.0563 -1.5662  -0.603
O 6.4296 0.4805 -1.6915  -0.530
O 5.4323 0.5610 0.2223  -0.562

Atomic forces in eV per Å
C 0.1 -0.1 0.1
C -0.5 -0.3 -0.3
C -0.3 -0.2 0.2
C -1.0 0.2 -0.1
O 0.2 -0.1 -1.0
C 0.4 0.6 1.5
C -0.4 0.6 -0.2
C -0.2 -0.2 -0.1
C 0.3 0.2 0.6
C -0.9 -0.1 -0.8
C 0.4 -0.9 0.6
O 0.2 0.3 1.0
C 0.2 0.9 2.3
C 0.0 0.0 1.3
O 0.1 -0.6 -4.0
O 0.1 0.2 -0.5
C -2.1 -4.2 -1.8
O 1.6 4.2 2.1
O 2.0 0.8 -0.5
C -2.4 -3.3 0.5
C 0.4 0.2 0.0
C 1.1 1.9 -0.1
C -0.6 -0.2 0.2
F -0.4 -0.2 -0.1
H 0.0 0.0 0.0
H 0.0 0.0 0.0
H 0.0 0.1 0.1
H 0.3 0.2 -0.1
H 0.2 0.1 0.2
H 0.1 0.0 0.1
H 0.1 0.0 -0.2
H 0.4 0.0 0.2
H 0.1 -0.2 -0.1
H 0.2 0.0 0.1
H -0.2 -0.1 -0.1
H 0.1 0.1 0.2
H 0.1 -0.2 -0.1
H 0.0 -0.1 -0.1
H 0.2 0.0 -0.3
H 0.0 0.0 0.1
H 0.2 0.3 0.0
H 0.1 0.1 0.0
H -0.2 0.4 -0.2
H -0.1 -0.1 -0.3
H -0.2 -0.2 -0.1
H 0.0 0.0 0.0
H -0.2 0.0 -0.2
H -0.2 0.1 0.0
H -0.1 0.0 0.1
H -0.2 -0.1 0.1
H 0.3 0.1 0.2
H 0.1 -0.1 0.1
H 0.3 -0.1 0.0
N 0.2 0.1 0.1
O -0.2 -0.1 -0.1
O 0.1 0.0 -0.1
O 0.1 0.0 -0.2